50
Properties=species:S:1:pos:R:3:forces:R:3:nbo_charge:R:1 method="wB97M-V/def2-TZVPD" e_above_lowest_kcal_mol=0.0 mol_weight_g_mol=322.2 smiles="O=C(CN[C@@]12C[C@@H]3C[C@@H](C[C@@](O)(C3)C1)C2)N1CCC[C@H]1B(O)O" e_homo_ev=-8.86 e_lumo_ha=0.015
O 1.61012 0.63229 1.92061 1.014 0.495 0.228 -0.6733
C 0.39925 0.75220 1.90339 -1.233 2.356 -0.919 0.6897
C -0.44665 -0.45724 2.07163 -0.640 -0.987 -1.001 -0.3223
N 0.25493 -1.64553 1.57110 0.854 -0.392 0.217 -0.6346
C 0.20571 -1.94863 0.10480 -0.033 -0.145 -0.506 0.1789
C -1.23690 -2.37493 -0.25660 0.654 -0.926 -0.745 -0.4249
C -1.35966 -2.70888 -1.77821 0.132 0.380 -0.587 -0.2076
C -0.38651 -3.82731 -2.20406 0.816 1.371 1.377 -0.4033
C 1.08000 -3.38030 -1.82492 -0.581 -0.555 -0.812 -0.2000
C 1.45098 -2.13628 -2.65811 0.064 0.578 -0.259 -0.4335
C 0.45776 -0.99895 -2.32127 -0.462 -0.557 0.582 0.2819
O 0.77831 0.18202 -3.08331 -0.117 -0.469 0.619 -0.7184
C -0.98633 -1.45708 -2.65399 -0.029 -0.419 0.459 -0.4343
C 0.53276 -0.74086 -0.78156 0.879 -0.222 -1.006 -0.4758
C 1.24066 -3.05357 -0.33476 -1.348 -0.184 1.184 -0.4207
N -0.20977 1.97901 1.65012 0.074 -0.750 0.176 -0.4254
C -1.63640 2.34741 1.80385 0.384 0.173 1.257 -0.2183
C -1.85899 3.64595 1.01581 0.276 0.750 0.581 -0.4048
C -0.44664 4.10648 0.59433 0.499 0.387 -0.131 -0.4042
C 0.58006 3.18488 1.30718 -0.924 0.054 -0.097 -0.4108
B 1.25214 3.81182 2.57097 1.632 0.808 1.205 1.1068
O 0.92916 5.10133 2.99011 0.396 -0.848 0.032 -0.8963
O 2.30130 3.12135 3.19086 -1.605 0.218 -0.628 -0.9028
H -0.64421 -0.53891 3.14063 -0.185 -0.311 0.075 0.2274
H -1.39750 -0.38279 1.52848 0.138 0.210 0.432 0.2067
H 1.22650 -1.49695 1.88640 -0.468 -0.429 -0.524 0.3830
H -1.57065 -3.23733 0.34750 0.231 0.334 -0.141 0.2213
H -1.86538 -1.53217 -0.03332 -0.625 0.314 0.087 0.1933
H -2.39318 -3.03249 -2.02655 0.462 0.304 0.268 0.2127
H -0.61312 -4.73415 -1.69335 -0.214 -0.833 0.594 0.2043
H -0.49599 -4.03491 -3.25100 0.164 0.051 -0.680 0.2074
H 1.73601 -4.23714 -2.07698 -0.067 0.560 0.093 0.2182
H 2.49947 -1.81149 -2.49559 -0.548 -0.052 0.266 0.2170
H 1.39867 -2.32080 -3.73385 -0.166 -0.229 -0.014 0.2149
H 0.11141 0.84681 -2.84861 0.266 -0.185 -0.127 0.4617
H -1.05083 -1.69443 -3.72660 0.021 -0.043 0.259 0.2147
H -1.71276 -0.64553 -2.47149 0.317 -0.062 0.074 0.1956
H 1.53978 -0.38752 -0.56593 0.093 0.139 0.121 0.2280
H -0.15156 0.04055 -0.57478 -0.802 1.128 0.338 0.1901
H 1.09457 -3.94482 0.33072 0.195 0.583 -0.643 0.2186
H 2.24503 -2.66310 -0.19635 0.211 -0.001 0.272 0.2106
H -2.25776 1.57974 1.40880 -0.531 -0.801 -0.082 0.2050
H -1.87694 2.49965 2.90005 0.185 -0.227 -1.120 0.1939
H -2.52465 3.52093 0.16150 0.161 -0.216 -0.014 0.2126
H -2.34375 4.41846 1.65094 0.349 -0.553 -0.267 0.2177
H -0.30694 4.02016 -0.47763 -0.121 -0.157 -0.246 0.2069
H -0.26134 5.17404 0.81972 -0.117 -0.628 0.087 0.2351
H 1.38340 2.85310 0.65075 0.053 0.085 -0.221 0.2445
H 1.48670 5.39099 3.73238 -0.251 -0.221 -0.319 0.4982
H 2.23973 2.21493 2.81617 0.544 0.125 0.203 0.5148